[1]
62
Properties=species:S:1:pos:R:3:forces:R:3 method="wB97M-V/def2-TZVPD" multiplicity=5 s2=6.1156 total_charge=-1 gap_ev="1.96 / 5.55" total_energy_ha=-3157.23437 homo_energy_ev="-0.047 / -3.638"
O 2.8266 0.9137 -0.9337 -1.0 1.2 -0.3
C 3.9694 0.4948 -0.8138 3.6 0.3 -1.2
C 5.1039 0.9220 -1.7040 -2.5 -1.2 2.0
C 4.8093 1.9085 -2.6563 0.4 0.7 -1.2
H 3.8510 2.4187 -2.5930 0.1 -0.1 -0.1
C 5.7152 2.1837 -3.6696 -0.5 -0.1 0.7
H 5.4469 2.9294 -4.4090 0.1 0.0 -0.1
C 6.9380 1.5030 -3.7305 0.3 0.3 -0.6
H 7.6160 1.6967 -4.5564 0.0 0.0 0.1
C 7.2709 0.5721 -2.7378 -0.5 -0.4 1.0
H 8.2403 0.0674 -2.7696 -0.2 0.1 0.0
C 6.3595 0.2852 -1.7147 1.0 0.1 -0.7
H 6.5840 -0.4301 -0.9198 0.1 0.1 -0.3
H 4.2760 -0.2172 -0.0126 -0.2 -0.1 0.0
C 0.0904 -2.6448 -1.7808 0.1 -0.4 -0.6
C -0.8300 -2.3045 -0.6710 -0.3 1.9 0.9
H -0.1784 -3.6036 -2.2448 0.1 0.0 -0.1
H 1.1337 -2.7273 -1.4326 -0.4 0.2 0.1
H 0.0863 -1.8738 -2.5651 0.0 -0.2 0.3
C -1.6750 -3.0590 0.0091 -0.4 -0.7 0.0
C -2.1150 -4.4621 -0.3070 0.1 -0.5 0.2
H -2.1451 -2.6619 0.9192 -0.1 0.0 -0.4
H -1.4397 -4.9771 -1.0095 -0.3 0.2 0.2
H -3.1362 -4.4672 -0.7228 0.2 -0.1 -0.1
H -2.1736 -5.0418 0.6253 0.1 -0.1 -0.2
Cr -0.9868 -0.3012 0.0284 0.2 -1.9 0.2
Cl -1.1944 0.4633 -2.0705 -0.2 0.4 -0.9
Cl 1.1188 -0.5221 0.4698 1.0 -0.1 0.4
H 1.0395 4.2254 -0.7858 -0.1 -0.2 0.1
H -0.9545 5.2235 -1.6765 -0.1 0.0 0.0
C 0.5568 3.2468 -0.6665 0.1 -0.1 -0.1
C -1.4738 4.2674 -1.6076 -0.2 -0.1 0.3
N -0.8889 3.4830 -0.5323 -0.3 -0.7 0.2
H 0.9506 2.7257 0.2146 -0.1 0.1 -0.4
C -1.6620 2.6213 0.1557 1.0 -0.4 -0.3
O -1.2181 1.6306 0.7770 -0.7 2.0 0.1
H -2.5312 4.4247 -1.3795 0.1 0.1 -0.2
H -2.7505 2.8523 0.1249 0.5 -0.1 0.0
H 0.7568 2.6367 -1.5629 0.0 0.1 0.4
H -1.3735 3.7330 -2.5607 0.0 0.1 0.2
H -2.3544 -1.2248 5.3460 0.0 0.0 -0.1
H -0.5720 0.3696 6.1090 0.1 0.0 -0.2
C -1.6506 -1.6426 4.6157 0.1 0.1 0.2
C 0.1074 -0.0485 5.3530 0.0 -0.1 -0.2
N -0.6598 -0.6383 4.2593 -0.2 -0.1 0.3
H -2.1758 -1.9469 3.7084 0.1 0.0 0.2
C -0.4839 -0.3172 2.9738 -0.9 -0.5 -1.5
O -1.2018 -0.8072 2.0563 1.0 0.8 2.0
H 0.7589 0.7457 4.9694 -0.2 -0.2 0.1
H 0.3318 0.3942 2.7633 -0.3 -0.2 -0.1
H -1.1583 -2.5058 5.0821 -0.1 0.1 -0.2
H 0.7232 -0.8106 5.8543 -0.1 0.2 -0.2
C -5.2162 -0.7533 1.2169 -0.2 0.1 0.2
C -4.1871 -0.7506 0.1198 1.9 0.5 0.2
C -4.6155 -1.3007 -1.2006 -0.2 0.1 -0.4
O -3.0510 -0.3053 0.3443 -2.7 -0.7 -0.3
H -6.1972 -1.0310 0.8288 0.1 0.0 0.1
H -5.2727 0.2453 1.6645 0.1 -0.2 0.0
H -4.9333 -1.4768 1.9931 0.1 0.2 -0.1
H -4.2362 -0.6756 -2.0173 0.2 -0.3 0.2
H -4.2599 -2.3326 -1.3295 0.2 0.3 0.1
H -5.7088 -1.3223 -1.2382 0.2 0.0 -0.1

=====

[2]
62
Properties=species:S:1:pos:R:3:forces:R:3 method="wB97M-V/def2-TZVPD" total_charge=-1 gap_ev="6.50 / 6.50" total_energy_ha=-3339.79933 homo_energy_ev="-3.977 / -3.974"
Ni 0.2770 -0.2766 0.0944 0.6 0.2 0.3
O -3.0627 2.8279 0.5249 0.0 -0.1 0.0
C -2.1501 1.9404 0.0495 0.2 0.0 0.0
O -2.4276 0.8198 -0.2570 -0.1 0.2 -0.1
C -0.7919 2.5696 -0.1042 -0.1 -0.2 0.1
C -0.6173 3.9396 -0.1200 0.1 0.1 -0.1
C 0.6664 4.4385 -0.3307 -0.1 -0.1 0.0
C 1.7023 3.5546 -0.5620 0.0 0.0 0.0
C 1.4333 2.1894 -0.5477 0.0 0.0 0.0
N 0.2235 1.7210 -0.2730 -0.2 0.0 -0.1
C 2.4796 1.1315 -0.9222 0.0 0.1 0.0
O 3.6010 1.5486 -1.2094 -0.1 -0.1 0.0
O 2.0340 -0.0573 -0.9285 -0.3 0.0 -0.1
H -3.8915 2.3305 0.5813 0.0 0.0 0.0
H -1.4641 4.5920 0.0312 0.0 0.0 0.0
H 0.8396 5.5074 -0.3325 0.0 0.0 0.0
H 2.7165 3.8654 -0.7700 0.0 0.0 0.0
I -1.6692 -3.0094 -0.0248 0.0 0.0 -0.1
C 0.3168 -2.1410 -0.0039 0.1 -0.2 0.1
H 0.7566 -2.4701 -0.9477 0.0 0.1 0.0
H 0.7967 -2.6703 0.8120 0.0 0.0 0.1
C 2.0077 -1.7593 3.1366 0.0 -0.1 0.0
C 1.5178 -0.6026 4.0166 0.0 0.0 0.0
C 1.6374 -1.0069 5.4896 0.0 0.0 0.0
C 2.5215 0.5296 3.7508 0.0 0.0 0.0
P -0.2135 -0.0894 3.3749 0.0 -0.1 -0.1
N -0.3889 -0.1435 1.8637 -0.2 0.3 0.0
C -1.4879 -1.2374 4.2196 0.0 0.0 0.0
C -1.0378 -2.6894 3.9923 0.0 0.0 0.0
C -1.7714 -1.0538 5.7146 0.0 0.0 0.0
C -2.8082 -1.0919 3.4412 0.0 0.0 0.0
C -0.5221 1.6718 4.1003 0.0 0.0 0.0
C -2.0116 1.9915 3.9265 0.0 0.0 0.0
C 0.2291 2.6836 3.2229 0.0 0.0 0.0
C -0.1443 1.9371 5.5629 0.0 0.0 0.0
H 3.0340 -2.0089 3.4302 0.0 0.0 0.0
H 2.0152 -1.4506 2.0933 0.0 0.0 -0.1
H 1.4050 -2.6614 3.2232 0.0 0.0 0.0
H 2.6932 -1.2016 5.7132 0.0 0.0 0.0
H 1.0895 -1.9193 5.7156 0.0 0.0 0.0
H 1.2976 -0.2314 6.1758 0.0 0.0 0.0
H 3.5340 0.1308 3.8714 0.0 0.0 0.0
H 2.4201 1.3630 4.4440 0.0 0.0 0.0
H 2.4321 0.8996 2.7277 0.0 0.0 0.0
H -0.1707 -2.9638 4.5903 0.0 0.0 0.0
H -0.8208 -2.8711 2.9395 0.0 0.0 0.0
H -1.8573 -3.3570 4.2795 0.0 0.0 0.0
H -0.8775 -1.1369 6.3318 0.0 0.0 0.0
H -2.4645 -1.8407 6.0347 0.0 0.0 0.0
H -2.2500 -0.1002 5.9354 0.0 0.0 0.0
H -2.6133 -1.0846 2.3678 0.0 0.0 0.0
H -3.3547 -0.1890 3.7052 0.0 0.0 0.0
H -3.4523 -1.9469 3.6757 0.0 0.0 0.0
H -2.3486 1.7420 2.9196 0.0 0.0 0.0
H -2.1665 3.0646 4.0847 0.0 0.0 0.0
H -2.6372 1.4622 4.6432 0.0 0.0 0.0
H 0.1078 2.4274 2.1745 0.0 0.0 0.0
H 1.2941 2.7271 3.4360 0.0 0.0 0.0
H -0.1840 3.6843 3.3933 0.0 0.0 0.0
H -0.6264 1.2568 6.2624 0.0 0.0 0.0
H -0.4600 2.9544 5.8255 0.0 0.0 0.0
H 0.9314 1.8857 5.7260 0.0 0.0 0.0

=====

[3]
59
Properties=species:S:1:pos:R:3:forces:R:3 method="wB97M-V/def2-TZVPD" gap_ev=9.16 total_energy_ha=-1494.85980 homo_energy_ev=-8.440 smiles="CC(C)c1csc(CN2CCC(CCC(=O)NC[C@@H]3CCCO3)CC2)n1"
C -6.3542 -2.4468 -0.4001 0.3 0.0 0.1
C -5.2698 -1.9482 0.5490 -0.2 0.0 0.0
C -5.7267 -2.0555 2.0071 0.2 -0.1 -0.1
C -4.8651 -0.5317 0.2690 -0.4 0.0 -0.4
C -5.5395 0.4012 -0.4560 0.1 0.2 0.0
S -4.6929 1.9009 -0.4701 0.3 -0.6 0.5
C -3.4627 1.1519 0.5379 -0.6 0.8 -0.5
C -2.2227 1.8913 0.9246 0.2 0.1 0.1
N -1.0330 1.4367 0.2304 0.0 0.1 0.0
C -0.6111 0.0994 0.6067 0.3 -0.1 0.1
C 0.7781 -0.1777 0.0406 -0.4 -0.2 -0.1
C 0.7680 -0.0540 -1.4816 0.3 0.4 0.1
C 2.1440 -0.2847 -2.1138 -0.3 -0.2 -0.1
C 2.6608 -1.7231 -1.9682 0.0 0.1 0.1
C 3.3781 -1.9889 -0.6539 -0.1 -0.1 -0.5
O 2.9311 -2.6993 0.2245 -0.2 -0.2 0.3
N 4.5872 -1.3951 -0.5686 0.4 0.4 0.0
C 5.4418 -1.4922 0.5869 0.2 0.3 0.2
C 5.6405 -0.1234 1.2472 -0.1 -0.5 0.2
C 4.3313 0.5060 1.7738 0.1 0.0 -0.1
C 4.2226 1.8325 1.0145 0.2 0.0 -0.1
C 5.6643 2.0569 0.5557 -0.2 0.4 0.1
O 6.1659 0.7702 0.2726 0.0 -0.3 -0.2
C 0.2393 1.3366 -1.8388 -0.3 -0.3 0.0
C -1.1336 1.5564 -1.2121 0.3 0.2 -0.1
N -3.7024 -0.0771 0.8114 0.5 -0.4 0.6
H -7.2796 -1.8954 -0.2490 -0.1 0.0 0.0
H -6.0444 -2.3319 -1.4364 0.0 0.0 -0.1
H -6.5519 -3.5000 -0.2143 -0.1 -0.1 0.0
H -4.3724 -2.5654 0.4279 0.0 0.1 0.0
H -6.6155 -1.4486 2.1693 -0.1 0.1 0.0
H -4.9401 -1.7051 2.6703 0.0 0.0 0.1
H -5.9604 -3.0885 2.2534 0.0 -0.1 0.1
H -6.4679 0.3108 -0.9805 -0.2 -0.1 -0.1
H -2.3579 2.9555 0.7095 0.0 0.0 0.1
H -2.0503 1.7649 1.9975 -0.1 0.1 -0.1
H -0.5823 0.0465 1.6970 -0.1 -0.1 0.0
H -1.3200 -0.6656 0.2505 0.1 0.0 0.1
H 1.0938 -1.1745 0.3453 0.1 0.0 0.1
H 1.4721 0.5553 0.4559 0.1 0.0 0.0
H 0.0749 -0.8009 -1.8868 0.0 0.0 0.0
H 2.0657 -0.0543 -3.1797 0.1 0.1 0.0
H 2.8635 0.4152 -1.6823 0.0 0.1 0.0
H 3.3631 -1.9386 -2.7767 0.0 0.0 0.0
H 1.8274 -2.4222 -2.0441 0.1 0.0 0.0
H 4.8977 -0.7598 -1.2868 -0.1 -0.1 0.0
H 4.9714 -2.1840 1.2881 0.1 0.0 -0.1
H 6.4183 -1.8837 0.2839 -0.1 0.0 0.1
H 6.3685 -0.2338 2.0657 -0.1 0.0 -0.1
H 4.3983 0.6742 2.8475 0.0 0.0 0.0
H 3.4831 -0.1475 1.5811 -0.1 0.0 0.0
H 3.5700 1.7291 0.1471 0.0 0.0 0.0
H 3.8541 2.6471 1.6330 -0.1 0.1 0.0
H 6.2542 2.5261 1.3571 0.0 0.0 -0.1
H 5.7543 2.6560 -0.3513 0.0 0.0 0.1
H 0.1649 1.4524 -2.9221 0.0 0.0 -0.1
H 0.9251 2.0954 -1.4574 0.1 0.1 0.0
H -1.4969 2.5599 -1.4510 -0.1 0.0 0.0
H -1.8444 0.8247 -1.6367 0.0 0.1 0.0

=====

[4]
61
Properties=species:S:1:pos:R:3:forces:R:3 method="wB97M-V/def2-TZVPD" gap_ev=9.72 total_energy_ha=-1645.36296 homo_energy_ev=-9.151 smiles="CCNS(=O)(=O)CC(=O)N(C)C[C@H](C)NC(=O)C[C@H](C)c1ccc(CC)cc1"
C -1.1201 5.3980 3.3539 0.0 0.0 0.0
C -1.8837 4.4993 2.3965 0.0 0.0 0.0
N -1.9115 5.0187 1.0296 0.0 0.0 0.0
S -0.8064 4.6292 -0.0826 0.0 0.0 0.0
O -0.7133 5.7394 -0.9858 0.0 0.0 0.0
O 0.3574 4.0932 0.5699 0.0 0.0 0.0
C -1.5252 3.2871 -1.0179 0.0 0.0 0.0
C -1.6273 1.9927 -0.2258 0.0 0.0 0.0
O -2.6366 1.7750 0.4267 0.0 0.0 0.0
N -0.6049 1.1070 -0.3087 0.2 -0.1 -0.1
C 0.7016 1.3637 -0.8857 0.0 0.0 0.0
C -0.7713 -0.2117 0.2855 -0.4 0.1 0.2
C -0.2030 -0.3854 1.7157 0.4 0.0 -0.2
C 0.0015 0.9280 2.4548 -0.2 0.0 0.1
N 1.0482 -1.1390 1.6607 0.1 0.0 0.0
C 1.1386 -2.4441 2.0337 0.0 0.0 0.0
O 0.2668 -3.0286 2.6527 0.0 0.0 0.0
C 2.3901 -3.1612 1.5712 0.0 0.0 0.0
C 2.0186 -4.2050 0.5051 0.0 0.0 0.0
C 3.2571 -4.9689 0.0430 0.0 0.0 0.0
C 1.2672 -3.5659 -0.6455 0.0 0.0 0.0
C 1.8941 -2.7045 -1.5434 0.0 0.0 0.0
C 1.1880 -2.1234 -2.5875 0.0 0.0 0.0
C -0.1685 -2.3809 -2.7693 0.0 0.0 0.0
C -0.9512 -1.7205 -3.8751 0.0 0.0 0.0
C -1.6331 -0.4319 -3.4114 0.0 0.0 0.0
C -0.7946 -3.2343 -1.8676 0.0 0.0 0.0
C -0.0905 -3.8133 -0.8211 0.0 0.0 0.0
H -1.1429 4.9838 4.3628 0.0 0.0 0.0
H -0.0809 5.4899 3.0391 0.0 0.0 0.0
H -1.5603 6.3964 3.3902 0.0 0.0 0.0
H -1.4296 3.5127 2.3561 0.0 0.0 0.0
H -2.9162 4.3567 2.7168 0.0 0.0 0.0
H -2.3389 5.9166 0.8594 0.0 0.0 0.0
H -2.5351 3.5964 -1.2751 0.0 0.0 0.0
H -0.9301 3.2110 -1.9251 0.0 0.0 0.0
H 0.7585 2.3356 -1.3604 0.0 0.0 0.0
H 1.4689 1.3597 -0.1068 0.0 0.0 0.0
H 0.9407 0.5850 -1.6142 0.0 0.0 0.0
H -1.8405 -0.4135 0.3047 0.0 0.0 0.0
H -0.3030 -0.9397 -0.3788 0.0 0.0 0.0
H -0.8832 -1.0231 2.2772 0.0 0.0 0.0
H -0.9520 1.4495 2.5426 0.0 0.0 0.0
H 0.3837 0.7288 3.4555 0.0 0.0 0.0
H 0.7026 1.5903 1.9447 0.0 0.0 0.0
H 1.7589 -0.8103 1.0267 0.0 0.0 0.0
H 3.1315 -2.4610 1.1749 0.0 0.0 0.0
H 2.8295 -3.6668 2.4324 0.0 0.0 0.0
H 1.3340 -4.9067 0.9866 0.0 0.0 0.0
H 2.9925 -5.7263 -0.6954 0.0 0.0 0.0
H 3.9918 -4.3009 -0.4110 0.0 0.0 0.0
H 3.7380 -5.4657 0.8872 0.0 0.0 0.0
H 2.9534 -2.4942 -1.4401 0.0 0.0 0.0
H 1.7027 -1.4690 -3.2836 0.0 0.0 0.0
H -0.2863 -1.5033 -4.7140 0.0 0.0 0.0
H -1.7069 -2.4167 -4.2454 0.0 0.0 0.0
H -2.2117 0.0200 -4.2181 0.0 0.0 0.0
H -2.3089 -0.6274 -2.5765 0.0 0.0 0.0
H -0.8951 0.2982 -3.0738 0.0 0.0 0.0
H -1.8509 -3.4507 -1.9846 0.0 0.0 0.0
H -0.6018 -4.4681 -0.1252 0.0 0.0 0.0